Record 1
C26H24AsF10N3O7Pb | ωB97M-V/def2-TZVPD

Values from the calculation:
Highest occupied orbital energy (alpha / beta), eV: -5.392 / -5.391
2S+1: 2
<S²>: 0.7978
LUMO (alpha / beta), Ha: 0.0693 / -0.0164
Total energy, eV: -139417.9014
Total charge: -1
Relative energy (zero: lowest compared OMol25 entry of this formula, charge and spin), kJ/mol: 89.3
Molecular weight, g mol⁻¹: 962.6
Kohn-Sham gap (alpha / beta), eV: 7.3 / 4.9

Last column: Mulliken spin population.
Atoms and positions in Å:
Pb  0.20660  -0.17150  0.46315  0.0055
C  1.21259  0.96686  3.88777  0.0092
N  1.73360  1.18216  2.56201  0.0009
C  1.79400  2.58071  2.20051  0.0013
C  2.95631  0.46040  2.28586  0.0072
C  2.87839  -1.03830  2.62250  -0.0375
N  1.57309  -1.56575  2.39491  0.5215
C  1.24784  -2.78785  2.76534  0.0337
C  -0.12945  -3.17519  2.70603  0.1450
F  -1.02735  -2.26369  2.32539  0.0165
C  -0.55784  -4.43826  3.05440  -0.1015
F  -1.86023  -4.75267  2.97572  -0.0068
C  0.32963  -5.41594  3.48825  0.2481
C  1.66906  -5.07447  3.57986  -0.1015
F  2.54763  -5.99951  4.01834  -0.0067
C  2.12137  -3.81551  3.24591  0.1861
F  3.45142  -3.58202  3.35384  0.0145
H  1.96304  1.17227  4.66595  0.0018
H  0.87317  -0.06624  3.97622  -0.0056
H  0.35282  1.61467  4.05362  -0.0017
H  2.46622  3.14643  2.86432  0.0003
H  0.79151  3.00432  2.26685  0.0000
H  2.14626  2.67211  1.17628  -0.0008
H  3.80382  0.89017  2.85258  0.0004
H  3.16080  0.57064  1.21781  0.0032
H  3.17700  -1.19847  3.66830  0.0245
H  3.62031  -1.54884  1.99412  0.0296
H  -0.01407  -6.40182  3.75036  0.0171
C  -4.36453  5.25933  -3.69727  0.0000
O  -4.13414  4.23348  -2.76411  0.0000
C  -2.84987  3.86923  -2.50299  0.0000
C  -1.72316  4.48048  -3.08710  -0.0001
C  -0.46351  4.03933  -2.77272  0.0001
C  -0.20825  2.97865  -1.88671  -0.0004
C  1.12968  2.54582  -1.57460  0.0001
C  2.32174  3.37522  -2.03547  -0.0001
O  1.43137  1.54834  -0.89807  -0.0002
C  -1.36270  2.32991  -1.28242  -0.0002
O  -1.30093  1.37483  -0.46783  -0.0001
C  -2.65441  2.83086  -1.62578  0.0001
H  -5.44646  5.34768  -3.77886  0.0000
H  -3.94803  5.01114  -4.68047  0.0000
H  -3.95137  6.21700  -3.35972  0.0000
H  -1.83008  5.29846  -3.78168  0.0000
H  0.35393  4.54189  -3.26593  0.0000
H  2.11840  4.03052  -2.87187  0.0000
H  3.13553  2.69849  -2.29256  0.0000
H  2.65464  3.98224  -1.19030  0.0000
H  -3.49610  2.35273  -1.15063  0.0000
O  2.00776  -1.42878  -0.87869  0.0005
C  1.89149  -2.13149  -1.87561  -0.0001
C  0.71831  -2.67544  -2.48996  0.0004
C  0.89603  -3.39010  -3.67509  0.0000
C  -0.16537  -3.96885  -4.34171  0.0002
C  -1.46791  -3.87528  -3.79950  0.0000
C  -1.67561  -3.19347  -2.64702  -0.0001
C  -0.61519  -2.52319  -1.93504  -0.0009
O  -0.88951  -1.87437  -0.90078  -0.0001
N  0.04185  -4.64472  -5.56571  0.0000
O  -0.93192  -5.10412  -6.14547  0.0000
O  1.18416  -4.73560  -5.99608  0.0000
H  2.82137  -2.41880  -2.40590  0.0001
H  1.88608  -3.48661  -4.10098  0.0000
H  -2.27776  -4.35384  -4.33154  0.0000
H  -2.66235  -3.10121  -2.21900  0.0000
F  -1.41851  0.62469  2.41166  -0.0030
As  -2.69757  1.36016  3.39194  -0.0005
F  -1.85909  0.75338  4.83409  -0.0001
F  -3.61974  -0.10599  3.31105  0.0001
F  -3.88820  2.12346  4.44182  0.0000
F  -3.47804  2.00183  1.98259  0.0000
F  -1.69954  2.83804  3.48581  0.0000

Record 2
C3H15NO4 | ωB97M-V/def2-TZVPD

Values from the calculation:
Highest occupied orbital energy, eV: -8.321
LUMO, Ha: 0.0185
Total energy, eV: -13033.6737
Total charge: 0
Relative energy (zero: lowest compared OMol25 entry of this formula, charge and spin), kJ/mol: 131.6
Molecular weight, g mol⁻¹: 129.2
Kohn-Sham gap, eV: 8.8
SMILES string: C=C(C)N.O.O.O.O

Last column: natural (NBO) charge in e.
Atoms and positions in Å:
C  1.37059  0.35740  0.28978  -0.5533
C  1.95657  1.55719  0.28921  0.2084
C  2.36063  2.21906  1.57481  -0.6633
N  2.29554  2.26565  -0.84486  -0.8202
H  1.12956  -0.07449  -0.67784  0.1950
H  1.10776  -0.17940  1.18390  0.1920
H  2.24595  3.28777  1.74824  0.2254
H  3.40480  1.93325  1.72846  0.2180
H  1.82409  1.81950  2.44152  0.2226
H  3.12575  2.83029  -0.81842  0.3805
H  2.07660  1.86319  -1.74239  0.3935
O  -5.41902  -0.42890  -1.56021  -0.9641
H  -5.71185  -0.04783  -0.73271  0.4735
H  -5.08271  -1.33025  -1.47981  0.4904
O  2.42619  -0.60035  -3.14572  -0.9325
H  3.17532  -0.90272  -3.66514  0.4659
H  2.82836  -0.69605  -2.26775  0.4674
O  -3.75557  -3.31884  0.07749  -0.9496
H  -2.85740  -3.35852  -0.26231  0.4718
H  -3.62547  -3.25620  1.02634  0.4780
O  -1.77823  -1.62794  2.23673  -0.9642
H  -0.82817  -1.50480  2.24328  0.4816
H  -2.26931  -0.80702  2.35739  0.4834